The following is a DFT calculation (wB97M-V/def2-TZVPD) of a cluster of 11 separate species, C24H76N6O11 in total.

```
117
Properties=species:S:1:pos:R:3:forces:R:3
C -11.33524 -15.08679 2.09739 -0.296 -0.059 -0.460
C -11.61342 -14.79346 3.56008 1.041 -0.830 0.013
C -13.00134 -15.14828 4.01665 -0.417 0.902 0.205
O -13.96621 -14.34086 3.34940 0.408 0.049 -0.277
C -15.28522 -14.73776 3.60393 -0.750 -0.030 0.028
N -10.70747 -15.69958 4.34678 -0.070 1.029 -0.018
H -11.37732 -16.16777 1.93732 0.179 -0.018 0.048
H -10.34810 -14.72295 1.81437 0.076 -0.161 0.060
H -12.04610 -14.66139 1.38628 -0.121 0.250 0.324
H -11.33952 -13.75707 3.78454 -0.456 0.154 -0.032
H -13.09782 -14.89703 5.08199 0.111 -0.488 0.027
H -13.17560 -16.21617 3.85300 -0.120 0.019 -0.039
H -15.54349 -15.64690 3.04559 0.093 -0.049 0.136
H -15.96687 -13.94948 3.27991 0.196 0.071 -0.122
H -15.49103 -14.88691 4.67215 0.210 -0.120 -0.080
H -9.77957 -15.58985 3.93245 -0.115 -0.269 -0.129
H -10.59647 -15.28402 5.27291 -0.092 -0.223 -0.044
C -11.20372 -12.47875 9.28946 -0.131 -0.583 0.344
C -11.69215 -11.88603 7.97306 0.023 0.768 0.339
C -12.54845 -12.84118 7.19234 -0.137 -0.007 -0.713
O -13.64904 -13.25188 7.97797 0.602 -0.304 0.318
C -14.22183 -14.44703 7.52871 -0.794 -0.018 -0.627
N -12.42981 -10.61605 8.17006 0.176 -0.552 0.141
H -10.60395 -11.75082 9.83552 0.105 -0.069 -0.003
H -10.64125 -13.41452 9.17661 0.221 0.239 -0.231
H -12.03564 -12.78534 9.93101 -0.123 0.347 -0.116
H -10.82270 -11.63775 7.35390 -0.040 -0.080 -0.089
H -11.92896 -13.69405 6.87109 -0.156 -0.138 0.244
H -12.90866 -12.35358 6.27353 0.018 0.032 0.091
H -14.85298 -14.25516 6.64507 0.041 -0.038 0.120
H -14.86856 -14.85143 8.30213 0.076 0.125 0.190
H -13.50708 -15.22533 7.23851 0.245 0.150 0.237
H -13.23855 -10.84074 8.74535 -0.065 0.158 -0.092
H -11.85086 -10.00046 8.73251 -0.077 0.074 -0.038
C -16.89358 -21.82781 1.38481 -0.395 0.160 -0.242
C -16.93685 -21.88388 2.90760 0.115 -0.334 -0.206
C -17.80572 -20.76244 3.45957 -0.126 0.076 0.322
O -17.41275 -19.47014 3.05022 -0.022 0.269 -0.118
C -16.15548 -19.08329 3.56490 -0.169 -0.286 0.290
N -17.51897 -23.17147 3.32532 0.193 -0.067 0.128
H -16.61342 -22.78588 0.94289 0.281 0.037 0.119
H -16.22935 -21.04197 1.02605 0.119 -0.074 0.052
H -17.87895 -21.59504 0.96873 -0.032 -0.033 0.181
H -15.91186 -21.78256 3.28815 -0.014 0.080 0.002
H -17.83701 -20.79872 4.56199 0.090 -0.096 -0.067
H -18.82889 -20.90069 3.10682 0.039 -0.040 -0.068
H -15.35838 -19.67888 3.11995 0.233 0.171 0.013
H -16.13654 -19.21457 4.65709 0.137 -0.110 -0.262
H -15.99960 -18.02257 3.37438 -0.064 -0.012 -0.225
H -17.36058 -23.33164 4.31655 -0.165 0.218 0.025
H -16.99668 -23.92130 2.88212 -0.124 0.053 -0.150
C -13.07219 -19.10662 5.36588 -0.125 -0.005 -0.263
C -11.85057 -19.41288 4.50610 0.678 0.048 1.101
C -12.00886 -19.12398 3.04316 -0.331 -0.017 -0.228
O -12.93012 -20.05711 2.51563 0.019 -0.164 -0.100
C -13.08982 -19.89881 1.12381 0.572 0.110 -0.053
N -10.67102 -18.67018 5.02306 -0.362 -0.081 -0.519
H -12.86119 -19.33678 6.41028 -0.042 -0.067 0.007
H -13.94042 -19.67474 5.03671 -0.011 -0.070 0.041
H -13.32287 -18.04146 5.32439 0.042 -0.012 -0.073
H -11.60174 -20.47357 4.60212 -0.145 -0.054 -0.091
H -11.03037 -19.21704 2.55489 -0.052 0.037 -0.098
H -12.39458 -18.10685 2.87029 0.161 0.026 0.050
H -12.11722 -19.97798 0.61431 -0.074 0.043 0.055
H -13.50082 -18.90855 0.89484 -0.196 -0.108 -0.106
H -13.71187 -20.70379 0.74523 -0.263 0.080 0.091
H -10.59668 -18.85809 6.01660 -0.008 0.245 0.039
H -10.85370 -17.67226 4.86639 0.054 -0.001 0.341
C -14.81263 -11.24271 -0.00524 -0.180 -1.173 0.703
C -13.47618 -12.00526 -0.10083 -0.656 1.399 -0.461
C -13.48034 -12.87701 -1.34395 1.057 -0.396 0.292
O -14.51886 -13.81581 -1.41484 -0.491 0.233 -0.321
C -14.61956 -14.69449 -0.32588 0.308 -0.549 -0.110
N -12.36483 -11.05487 -0.24647 0.450 -0.350 0.380
H -15.63704 -11.95786 -0.11207 -0.032 0.213 -0.349
H -14.84922 -10.48107 -0.77910 -0.180 0.080 -0.023
H -14.97192 -10.83164 0.99410 0.284 0.362 -0.117
H -13.30958 -12.59683 0.79992 0.058 -0.063 0.000
H -12.49806 -13.37963 -1.39955 -0.146 -0.059 0.040
H -13.52891 -12.23624 -2.22691 -0.318 -0.049 -0.050
H -13.66269 -15.20614 -0.14139 0.008 0.212 0.140
H -15.31744 -15.48036 -0.61374 -0.168 0.140 0.012
H -14.97052 -14.21833 0.59466 0.079 0.054 -0.013
H -12.48100 -10.46899 -1.06486 -0.151 -0.086 -0.076
H -12.35104 -10.42215 0.54465 0.044 -0.016 0.002
C -17.98559 -18.14034 6.35974 -0.431 0.648 -0.242
C -17.59675 -16.68910 6.64914 0.754 -0.782 0.495
C -18.77549 -15.76217 6.61781 -0.503 0.118 0.036
O -18.34355 -14.46242 6.96621 0.273 -0.031 -0.206
C -19.38339 -13.52570 6.89134 -0.540 -0.148 -0.314
N -16.97908 -16.62465 8.00428 0.113 0.687 -0.630
H -18.59839 -18.20379 5.45464 0.096 -0.022 -0.020
H -18.57947 -18.50446 7.19670 0.147 -0.219 0.046
H -17.09792 -18.74518 6.18937 -0.114 -0.074 0.376
H -16.87148 -16.35955 5.88941 -0.178 0.079 -0.065
H -19.55770 -16.07561 7.32935 0.165 -0.139 -0.021
H -19.23191 -15.77228 5.61598 0.100 0.085 0.029
H -19.78848 -13.46011 5.86933 0.147 0.020 0.048
H -19.00196 -12.55029 7.17359 0.040 0.007 0.153
H -20.22395 -13.82968 7.53153 0.130 0.194 0.127
H -16.88060 -15.62280 8.17085 -0.186 -0.112 0.336
H -16.00822 -16.92474 7.93697 -0.158 -0.353 0.001
O -11.83854 -17.14877 8.14383 -0.079 -0.103 -0.112
H -11.84639 -16.72475 9.00683 0.023 0.020 0.035
H -11.51142 -16.46832 7.54527 0.154 0.073 0.044
O -13.96350 -11.44558 3.58769 0.115 0.003 -0.044
H -13.24234 -11.00838 3.12642 0.007 0.101 0.044
H -13.77738 -12.38959 3.47794 -0.140 -0.200 0.000
O -7.91093 -15.71602 2.73374 -0.228 0.180 0.094
H -8.01127 -16.60542 3.12939 0.158 -0.111 -0.090
H -7.55569 -15.16341 3.43441 0.191 -0.005 -0.034
O -9.69632 -15.05731 7.14855 0.053 0.004 0.051
H -8.92076 -15.62009 7.04774 0.007 -0.065 0.029
H -9.34693 -14.17373 7.30317 -0.024 0.047 0.054
O -8.20176 -18.19452 3.85665 0.055 0.102 0.105
H -9.07696 -18.37826 4.28110 -0.039 -0.307 -0.081
H -7.95202 -19.01396 3.42298 0.049 0.002 -0.031
```
Positions in Å, forces in eV/Å.

The calculation puts the total energy at -57581.8057 eV. Its charge is 0. The value obtained for the LUMO energy is -0.1 eV. Its SMILES is COC[C@H](C)N.COC[C@H](C)N.COC[C@H](C)N.COC[C@H](C)N.COC[C@H](C)N.COC[C@H](C)N.O.O.O.O.O. For the relative energy (zero: lowest compared OMol25 entry of this formula, charge and spin), the calculation gives 0.000 eV. The spin multiplicity is 1. Its HOMO energy is -9.2 eV.